{"formula": "C3H6ClOPS", "method": "ωB97M-V with the def2-TZVPD basis set", "species": ["C", "C", "C", "O", "P", "S", "Cl", "H", "H", "H", "H", "H", "H"], "xyz": [[-1.14913, 0.58489, -0.76093], [-0.09297, -0.28671, -0.59266], [0.77431, -0.46392, 0.57566], [-3.56303, 0.26095, 0.12191], [-2.50485, -0.73646, 0.29948], [-2.03034, -1.47092, 2.04705], [-2.40473, -2.07954, -1.10492], [-1.49919, 1.45195, -0.19375], [-1.46111, 0.56801, -1.78031], [-0.01103, -1.08888, -1.47489], [0.94613, 0.54171, 1.18258], [1.67835, -0.86995, 0.47660], [0.10275, -1.04034, 1.18483]], "atomic_forces_ev_per_a": [[1.6, -0.1, 0.0], [0.5, -0.5, -1.9], [-2.9, 4.7, 1.5], [-0.4, 0.0, -0.3], [-0.8, 0.4, 2.4], [0.0, 0.4, -1.0], [-0.5, -1.7, -1.4], [0.9, -0.3, 0.2], [-1.0, 0.0, -0.4], [0.1, 1.9, 2.1], [-0.6, -1.9, -1.3], [3.3, -2.1, -0.9], [0.0, -0.8, 1.0]], "lumo_energy_ev": -0.76, "molar_mass_da": 156.6, "homo_ev": -9.21, "largest_force_ev_per_a": 5.71, "total_charge": 0, "e_above_lowest_kcal_mol": 35.1}


{"formula": "C3H6ClP", "method": "ωB97M-V with the def2-TZVPD basis set", "species": ["C", "C", "C", "P", "Cl", "H", "H", "H", "H", "H", "H"], "xyz": [[-0.24072, -0.57009, 0.08010], [0.89944, -1.56184, 0.04037], [0.07008, 1.84937, -0.05078], [-1.83888, -0.89923, 0.08332], [-2.76015, 0.83249, -0.14766], [1.78360, -1.13466, 0.27994], [0.55826, -2.43431, 0.64454], [1.02830, -2.09214, -0.96135], [1.08336, 1.77704, 0.37663], [-0.50142, 2.09451, 0.71400], [-0.08187, 2.13887, -1.05911]], "atomic_forces_ev_per_a": [[0.7, 2.8, -0.9], [-3.7, -2.3, -1.8], [4.0, -4.7, -1.0], [0.4, -1.7, 0.3], [-1.1, 1.4, -0.2], [2.8, 1.0, 1.2], [0.8, 0.6, 0.3], [-0.2, 1.2, 0.8], [-0.2, 0.2, -1.0], [-3.3, 1.3, 2.8], [-0.2, 0.1, -0.5]], "lumo_energy_ev": -0.22, "molar_mass_da": 108.5, "homo_ev": -8.65, "largest_force_ev_per_a": 6.20, "total_charge": 0, "e_above_lowest_kcal_mol": 78.3}


{"formula": "C3H6ClPS2", "method": "ωB97M-V with the def2-TZVPD basis set", "species": ["C", "S", "C", "P", "Cl", "S", "C", "H", "H", "H", "H", "H", "H"], "xyz": [[2.09260, -0.80877, 0.19511], [1.71570, -1.79156, -1.26078], [0.14577, -1.69344, -1.73410], [-1.04953, -0.53298, -1.08528], [-2.63108, -1.84002, -1.02448], [-1.10244, 0.04575, 0.97503], [-1.37578, 1.83784, 0.71310], [3.08949, -0.81756, 0.24403], [1.70318, -0.89903, 1.21770], [1.74030, 0.14340, -0.18206], [-1.31199, 2.06279, -0.45185], [-0.62722, 2.28007, 1.40682], [-2.38900, 2.01351, 0.98677]], "atomic_forces_ev_per_a": [[-3.4, 1.1, 0.0], [-1.3, -1.1, -0.2], [0.7, 0.7, 1.1], [0.1, -0.4, -0.2], [-0.3, -0.2, -0.2], [0.3, -0.3, -0.5], [1.0, -0.5, -1.8], [4.0, 0.1, 0.1], [-0.4, -0.8, -0.7], [0.3, 0.6, 0.4], [0.4, -0.1, 2.6], [-0.7, 0.4, -1.0], [-0.6, 0.5, 0.5]], "lumo_energy_ev": -0.79, "smiles": "CSC#P(Cl)SC", "molar_mass_da": 172.6, "homo_ev": -8.80, "largest_force_ev_per_a": 4.05, "total_charge": 0, "e_above_lowest_kcal_mol": 74.4}


{"formula": "C3H6EuO4", "method": "ωB97M-V with the def2-TZVPD basis set", "species": ["O", "C", "C", "O", "C", "O", "O", "H", "H", "H", "H", "H", "Eu", "H"], "xyz": [[1.65018, -1.11335, -0.23198], [0.28613, -1.29021, -0.60199], [-0.56804, -1.04577, 0.63482], [-1.95259, -1.00870, 0.29792], [-2.62237, 0.09130, -0.05365], [-3.79983, 0.02192, -0.30172], [-1.98558, 1.25016, -0.06357], [2.20476, -1.80091, -0.61701], [0.11978, -2.30967, -0.96983], [0.02941, -0.59591, -1.41711], [-0.26730, -0.14352, 1.18992], [-0.44474, -1.87340, 1.34213], [3.11824, 1.14440, -0.02038], [-1.28964, 1.39060, -0.76022]], "atomic_forces_ev_per_a": [[1.2, 0.7, 0.1], [-0.9, -0.1, -0.3], [-0.2, 0.3, 0.5], [0.8, -0.8, 0.2], [-2.9, -0.7, -0.9], [1.4, -0.1, 0.4], [2.2, 1.7, -0.6], [-0.2, -0.2, 0.0], [0.1, 0.2, 0.1], [0.0, -0.1, 0.2], [0.0, 0.0, -0.4], [-0.1, 0.1, -0.2], [-0.3, -0.4, 0.0], [-1.1, -0.5, 1.0]], "lumo_energy_ev": [-3.87, -4.79], "molar_mass_da": 258.0, "homo_ev": [-10.32, -12.71], "s_squared": 12.01, "largest_force_ev_per_a": 3.08, "spin_multiplicity": 7, "total_charge": 1, "e_above_lowest_kcal_mol": 0.0}


{"formula": "C3H6F2INO3P2", "method": "ωB97M-V with the def2-TZVPD basis set", "species": ["C", "C", "C", "N", "O", "O", "O", "F", "F", "P", "P", "I", "H", "H", "H", "H", "H", "H"], "xyz": [[0.23043, -0.91957, -0.47228], [0.54787, -0.24368, 0.55735], [-0.43029, 0.08785, 1.75544], [-0.70977, 2.35970, -1.27199], [-2.61377, 2.75054, 0.04163], [-1.49810, 5.06904, -0.91057], [-1.06679, 1.36791, 1.42520], [-2.30214, 0.33066, -0.35730], [0.85319, 1.23818, -2.77184], [-1.48440, 1.66740, 0.00697], [-1.74596, 3.66482, -1.22157], [-3.27029, 3.37699, -2.98377], [0.89445, -0.99092, -1.39858], [-0.70215, -1.52619, -0.36846], [1.51614, 0.21204, 0.78535], [0.09143, 0.24232, 2.65016], [-1.11703, -0.83578, 1.83734], [0.13576, 1.84135, -2.23091]], "atomic_forces_ev_per_a": [[-3.1, -7.9, -11.7], [2.9, 8.4, 13.3], [0.9, -2.6, -3.7], [-0.5, -0.1, 2.2], [0.8, 1.2, -0.1], [0.4, -0.8, 0.0], [0.1, 0.0, 1.8], [1.4, 1.3, 0.0], [-1.3, 1.1, 0.8], [-2.7, -0.2, -3.1], [-1.2, -0.5, 0.6], [-0.2, 0.1, -0.5], [-1.6, 0.4, 1.3], [1.3, -0.2, -0.5], [0.1, -0.8, -0.3], [0.6, 0.4, 1.1], [0.3, 2.0, 0.0], [1.9, -1.6, -1.0]], "lumo_energy_ev": [-0.34, -3.75], "molar_mass_da": 330.9, "homo_ev": [-6.38, -10.35], "s_squared": 2.01, "largest_force_ev_per_a": 15.95, "spin_multiplicity": 3, "total_charge": 0, "e_above_lowest_kcal_mol": 65.1}


{"formula": "C3H6F3N", "method": "ωB97M-V with the def2-TZVPD basis set", "species": ["C", "C", "N", "C", "F", "F", "F", "H", "H", "H", "H", "H", "H"], "xyz": [[0.97381, -1.14682, -0.17144], [0.23057, 0.18798, -0.36774], [0.95745, 1.25921, 0.09904], [-1.36333, 0.09853, 0.29576], [-1.87850, -1.09862, 0.18661], [-1.48416, 0.54768, 1.57011], [-2.18703, 0.90050, -0.41390], [0.41178, -1.91608, -0.69435], [1.16425, -1.50243, 0.90861], [1.95722, -0.99084, -0.62589], [-0.25360, 0.12744, -1.44908], [0.63446, 2.11279, -0.36583], [0.83710, 1.42064, 1.02811]], "atomic_forces_ev_per_a": [[0.0, -0.1, 1.1], [-4.8, -3.6, -0.3], [0.6, 2.3, -3.8], [2.1, 1.5, -0.6], [-0.2, -1.3, 0.3], [0.4, -0.5, -0.1], [0.1, 0.4, -0.3], [0.3, -0.3, 0.0], [-0.5, 0.9, -1.5], [-0.2, -0.3, 0.0], [2.1, 1.0, 1.6], [0.4, -0.2, 0.2], [-0.3, 0.2, 3.4]], "lumo_energy_ev": 0.97, "smiles": "C[C@H](N)C(F)(F)F", "molar_mass_da": 113.1, "homo_ev": -9.91, "largest_force_ev_per_a": 6.01, "total_charge": 0, "e_above_lowest_kcal_mol": 21.1}


Number 5 is which compound?
C3H6F2INO3P2